Entry 1:
C14H7FeN3O4 | wB97M-V/def2-TZVPD

spin multiplicity = 6
calculated total energy = -2265.2489 Eh
total charge = +3
LUMO energy (spin up / spin down) = -11.394 / -15.103 eV
molar mass = 337.1 g/mol
expectation value of S² = 8.799
ΔE to the lowest compared entry with this formula, charge and spin = 0.9336 eV
maximum force = 8.0 eV/A

```
29
C14H7FeN3O4 (wB97M-V/def2-TZVPD)
Fe 0.00000 0.00000 0.00000
O 0.26264 -1.74467 -2.37650
O -2.68938 -1.11736 0.52479
O 0.91381 -0.95660 2.64781
O 2.68943 1.11694 -0.52484
N -0.41339 1.97858 -0.26309
N -5.96505 9.01957 0.88839
N -1.44222 3.97321 -0.25010
C -4.23486 7.12333 0.49716
C -2.37023 5.05257 0.03311
C 0.16025 -1.06587 -1.45179
C -1.33580 2.75438 0.34990
C 0.06194 2.73681 -1.27865
C -1.64578 -0.68388 0.32102
C -2.36714 6.23065 -0.75178
C -4.24987 5.96944 1.28886
C -3.28940 7.25137 -0.52010
C 0.55821 -0.58451 1.61757
C -5.19374 8.17390 0.71809
C -3.32655 4.94136 1.06001
C -0.54504 3.95638 -1.25840
C 1.64576 0.68365 -0.32108
H -1.94817 2.40953 1.17008
H 0.78117 2.41663 -2.02095
H -3.37793 4.06028 1.68180
H -4.98407 5.85994 2.07745
H -3.26843 8.13770 -1.14423
H -0.36117 4.73987 -1.97695
H -1.66814 6.37877 -1.55946
```

=====

Entry 2:
C22H38NO2P2SiSm | wB97M-V/def2-TZVPD

spin multiplicity = 6
calculated total energy = -2696.3467 Eh
LUMO energy (spin up / spin down) = 0.030 / 0.064 eV
molar mass = 588.9 g/mol
expectation value of S² = 8.767
maximum force = 3.6 eV/A

```
67
C22H38NO2P2SiSm (wB97M-V/def2-TZVPD)
Sm 0.12890 -0.14751 -1.00465
P 2.32422 0.65048 0.41015
P -2.37077 0.19802 -1.99045
Si -0.18261 0.03646 4.41176
O -0.72457 0.48010 -5.25891
O 0.23290 -1.93330 -4.21173
N -0.01699 2.22088 -1.29608
C 0.03084 -2.53576 -0.52473
C 0.85428 3.00424 -0.62402
C 0.00447 -5.20868 -0.14241
C 1.08092 -3.23640 -1.05150
C -2.93688 -1.10500 -3.13074
C -0.17897 0.12280 2.54469
C -1.68974 0.90913 5.10561
C 0.05843 4.87202 -1.92424
C -1.86602 1.72873 -2.91870
C -0.05123 -1.75336 4.97273
C 1.77815 2.44786 0.48794
C -0.35812 0.11359 1.30775
C -0.89720 2.69106 -2.21384
C 3.77568 0.59936 -0.70102
C 2.97268 -0.06195 1.94342
C 0.91158 4.35995 -0.94551
C -0.99289 -3.03217 0.24599
C -3.77325 0.62584 -0.92899
C 1.38057 0.88806 5.02837
C 1.04688 -4.63209 -0.86433
C -0.84438 4.03323 -2.56887
C -1.00839 -4.42866 0.41362
H 1.37876 0.90564 6.12767
H 1.90529 -2.75437 -1.57176
H 0.88563 -2.20520 4.61058
H -3.46179 1.46568 -0.29643
H -2.60623 0.42660 4.73693
H 0.83990 -1.30930 -3.67037
H -1.82423 -4.87823 0.97302
H 1.31116 -0.32507 -2.56030
H 3.96531 -0.46166 -0.92515
H -0.88095 -2.35674 4.58131
H -0.01571 0.88542 -5.78775
H 2.71462 3.03777 0.47647
H 0.25573 -2.76047 -3.71006
H -1.73844 -2.39826 0.71341
H -3.81812 -0.84238 -3.71964
H -0.41329 -0.41644 -5.00890
H 2.29537 0.36973 4.71053
H -3.92965 -0.23915 -0.26654
H 4.67762 1.06048 -0.26831
H -1.69605 1.95179 4.75219
H -0.01544 -6.28626 -0.00577
H 1.84025 -5.23507 -1.29197
H 1.43167 1.92619 4.67228
H 3.89171 0.44722 2.25731
H -4.70327 0.86735 -1.44370
H 0.10510 5.94216 -2.17690
H 1.26191 2.57035 1.45291
H 3.09956 -1.14572 1.82171
H 1.62452 4.98325 -0.41395
H -3.16634 -1.98925 -2.51657
H -1.50572 4.40249 -3.36133
H -1.76384 0.94541 6.19621
H 2.22601 0.04461 2.72870
H -1.37599 1.35847 -3.85914
H -2.79585 2.27413 -3.15722
H -2.11706 -1.39889 -3.79820
H 3.48331 1.08404 -1.63786
H -0.05394 -1.85321 6.06530
```

=====

Entry 3:
C5H12Cl2O4SScSe2 | wB97M-V/def2-TZVPD

calculated total energy = -7380.7137 Eh
total charge = +1
LUMO energy = -3.865 eV
molar mass = 442.0 g/mol
maximum force = 0.1 eV/A

```
27
C5H12Cl2O4SScSe2 (wB97M-V/def2-TZVPD)
Se 0.52904 -0.92687 1.76200
Se -0.19118 2.25301 0.17014
Sc 0.80959 -0.16463 -0.90280
Cl 3.04620 1.41830 -0.93011
Cl 3.24580 -1.43436 -1.27002
S -0.95308 -1.12960 -2.24025
O -1.55033 -0.71007 -0.94320
O 0.25464 -1.94743 -1.74993
O -1.76208 -1.71299 -3.23266
O -0.18490 0.15178 -2.64024
C -1.06757 0.17609 2.05103
C -1.93396 2.36210 -0.68401
C 4.18540 0.06938 -1.20428
C -0.35832 -2.63842 1.47426
C -0.72774 1.64902 1.95516
H 4.67592 0.22057 -2.15822
H -2.46958 1.43063 -0.53929
H 4.87833 0.02938 -0.37285
H -1.80071 -0.13258 1.30912
H 0.39724 -3.33811 1.12795
H -0.76803 -2.96783 2.42410
H -1.59007 2.25788 2.22437
H -2.45688 3.21920 -0.27093
H -1.74235 2.50728 -1.74422
H -1.12640 -2.50720 0.71848
H 0.09259 1.92642 2.61629
H -1.43159 -0.06093 3.05008
```

=====

What is the formula in the third record?
C5H12Cl2O4SScSe2

=====

Among the records above, which one has the highest calculated total energy?
C14H7FeN3O4